# 1
29
Properties=species:S:1:pos:R:3:forces:R:3:nbo_charge:R:1 method="wB97M-V/def2-TZVPD" total_charge=0 homo_energy_ev=-9.44 e_lumo_ev=-0.459 energy_ha=-1264.92331 de_lowest_ev=2.632
S 3.432 -0.247 0.291 -0.2 -2.3 -1.5 1.16
Si 0.051 0.282 0.046 -2.9 2.5 2.6 2.30
O 2.818 1.024 0.604 -0.3 0.7 0.6 -0.88
O 0.566 1.626 -0.659 0.1 0.8 -0.7 -0.92
O 0.759 -0.921 -0.618 7.0 -4.9 -1.4 -0.98
O -1.530 0.100 -0.472 0.0 -0.5 0.5 -0.91
C 2.452 -1.364 -0.464 -4.2 4.4 1.6 0.04
C 2.686 -2.639 -1.024 -2.5 -2.6 -0.6 -0.73
C 0.454 3.029 -0.428 0.5 -2.0 2.2 -0.03
C 0.115 0.159 1.978 0.9 1.8 -3.5 -1.13
C -2.623 -2.048 0.409 -2.7 2.3 -2.0 -0.63
C -2.126 -1.158 -0.783 -0.1 -0.2 1.1 -0.04
C -0.978 3.410 -0.212 -1.4 -5.6 -1.9 -0.63
H -0.693 0.498 2.496 -2.7 1.0 1.0 0.23
H -3.249 -1.362 1.071 1.0 -1.4 -0.3 0.21
H 0.903 0.781 2.302 1.3 0.5 0.5 0.24
H -2.950 -0.962 -1.462 0.1 0.0 -0.2 0.17
H 1.068 3.196 0.535 -0.9 0.4 -1.4 0.17
H 2.419 -3.518 -0.376 0.2 1.0 -0.2 0.25
H -0.958 4.290 0.258 -0.9 3.4 2.2 0.20
H 0.888 3.481 -1.254 1.1 1.1 -1.4 0.18
H 3.659 -2.771 -1.352 2.1 -0.1 -0.6 0.25
H -1.766 -2.498 0.787 1.2 -0.8 1.5 0.20
H -3.277 -2.825 -0.094 0.6 0.7 0.9 0.21
H -1.322 2.453 0.343 -0.2 2.3 0.1 0.22
H -1.702 3.348 -1.096 1.5 0.5 0.8 0.22
H 0.253 -0.805 2.268 0.7 -3.0 0.8 0.22
H -1.366 -1.790 -1.182 0.4 -0.3 -1.3 0.17
H 2.015 -2.767 -1.911 0.5 0.3 0.6 0.27


# 2
33
Properties=species:S:1:pos:R:3:forces:R:3:nbo_charge:R:1 method="wB97M-V/def2-TZVPD" total_charge=-1 homo_energy_ev=-5.57 e_lumo_ev=2.715 energy_ha=-1617.98041
S 1.150 4.241 0.805 0.1 0.0 -0.2 2.43
P -1.061 2.163 0.074 0.2 -0.1 0.3 2.36
O 2.219 -2.997 0.407 0.0 0.0 0.0 -0.59
O -1.803 -2.201 -2.164 -0.1 -0.1 -0.1 -0.55
O -2.472 2.926 0.237 -0.1 0.0 -0.2 -1.00
O -1.282 1.249 -1.242 -0.1 0.0 0.0 -1.00
O 0.327 4.311 1.995 -0.2 0.0 0.0 -1.01
O -0.736 1.304 1.212 -0.1 0.1 -0.1 -1.09
O 2.313 3.376 0.897 0.0 0.0 0.1 -1.02
O 1.397 5.532 0.175 0.1 -0.1 0.0 -1.03
C 1.124 -0.905 0.073 0.1 -0.3 0.0 -0.73
C -2.561 -2.029 0.083 0.0 0.1 -0.1 -0.72
C 0.106 3.415 -0.464 0.1 0.0 0.0 -1.15
C -1.188 -4.028 -0.773 0.0 0.0 -0.1 -0.73
C 2.269 -1.785 0.478 0.0 0.0 0.0 0.61
C 3.492 -1.076 1.006 0.1 -0.1 0.0 -0.72
C -1.850 -2.703 -1.065 0.0 0.0 0.0 0.60
H 3.881 -0.393 0.250 0.0 0.1 0.0 0.23
H 0.783 -0.305 0.918 0.0 0.1 -0.1 0.28
H -0.437 -3.908 0.010 0.0 0.0 0.0 0.25
H -3.362 -2.672 0.454 0.0 0.0 0.0 0.22
H -1.934 -4.750 -0.432 0.0 0.0 0.1 0.22
H -1.989 1.554 -1.817 0.0 0.0 0.0 0.50
H 0.780 2.944 -1.181 0.0 0.1 0.0 0.27
H -2.971 -1.079 -0.247 0.0 0.0 0.0 0.24
H 3.223 -0.471 1.873 0.0 0.1 0.0 0.24
H -0.704 -4.399 -1.673 0.0 0.0 0.0 0.23
H 4.255 -1.803 1.279 0.0 0.0 0.0 0.22
H -1.863 -1.844 0.902 0.0 0.0 0.0 0.25
H 0.302 -1.512 -0.294 0.0 0.0 -0.1 0.21
H -0.414 4.228 -0.975 -0.1 -0.1 -0.1 0.24
H -2.437 3.832 -0.087 0.0 0.1 0.2 0.50
H 1.440 -0.217 -0.713 0.0 0.1 0.1 0.24


# 3
25
Properties=species:S:1:pos:R:3:forces:R:3:nbo_charge:R:1 method="wB97M-V/def2-TZVPD" total_charge=0 smiles="C/C=[SiH]/OC.C=C(C)C" homo_energy_ev=-7.56 e_lumo_ev=0.810 energy_ha=-640.90163 de_lowest_ev=5.037
Si 1.946 0.867 0.025 -0.6 0.0 0.3 1.53
O 1.981 -0.547 0.821 1.0 -1.1 0.0 -0.92
C 2.074 2.375 -2.365 -3.2 1.8 -0.3 -0.63
C -1.185 -0.581 -0.128 2.4 -1.0 -0.9 -0.41
C 2.777 -1.745 0.872 -4.2 -1.4 2.9 -0.23
C -2.733 -1.558 1.636 0.3 -1.9 -1.1 -0.65
C -2.295 -0.533 0.593 1.4 -0.4 0.2 0.00
C -3.159 0.649 0.391 0.7 2.0 0.4 -0.65
C 2.338 1.204 -1.632 0.0 -4.4 2.4 -0.97
H -0.460 -1.455 -0.192 -1.2 1.0 0.6 0.19
H -0.774 0.269 -0.737 -1.0 -0.7 0.4 0.19
H 2.056 -2.633 0.660 1.5 1.4 -0.7 0.19
H 2.889 2.795 -2.829 1.9 0.9 -1.6 0.20
H -3.586 -2.213 1.226 0.6 1.5 0.9 0.22
H -3.099 1.532 1.096 -0.6 -1.6 0.4 0.22
H 1.207 1.555 1.202 0.7 0.4 -1.4 -0.16
H 3.666 -1.665 0.363 1.8 -0.1 -1.5 0.19
H 2.962 -2.000 1.961 0.2 0.8 -1.0 0.18
H -1.981 -2.405 1.918 -0.8 2.0 -0.5 0.22
H 1.269 2.065 -3.047 0.4 0.7 -0.6 0.21
H -2.827 1.241 -0.454 -0.1 -0.6 -0.8 0.22
H -4.118 0.232 0.221 -1.4 0.5 0.0 0.22
H 2.405 0.290 -2.307 0.5 0.9 1.3 0.24
H 1.624 3.177 -1.779 0.0 0.1 0.2 0.19
H -2.976 -0.917 2.486 -0.4 -0.8 0.3 0.22


# 4
28
Properties=species:S:1:pos:R:3:forces:R:3:nbo_charge:R:1 method="wB97M-V/def2-TZVPD" total_charge=+2 multiplicity=3 homo_energy_ev="-15.93 / -17.88" e_lumo_ev="-8.113 / -12.049" energy_ha=-648.71088
Ag -1.403 0.038 0.778 -0.6 -0.6 1.2 1.35
O -0.362 0.629 -0.847 0.1 0.0 -1.7 -0.49
O -2.342 1.766 0.410 0.0 0.9 0.1 -0.58
O 0.160 -1.253 0.886 0.7 -0.1 0.4 -0.60
C 1.014 -1.185 -0.217 -0.7 -0.4 -1.3 0.15
C 4.039 -2.416 -0.247 -2.4 1.0 0.0 -0.76
C -0.567 2.011 -1.156 -0.1 1.1 0.3 -0.12
C -3.574 2.248 0.957 -1.1 0.2 0.4 -0.27
C -2.024 2.299 -0.886 -0.1 0.1 -0.9 -0.11
C 0.233 -2.478 1.638 0.1 -1.0 0.5 -0.27
C 0.996 0.164 -0.850 1.4 -0.2 0.6 -0.19
H -0.421 -2.376 2.508 0.1 0.0 -0.2 0.22
H 4.749 -1.625 -0.506 -0.4 0.0 0.1 0.23
H -3.728 1.744 1.915 0.0 0.2 -0.2 0.22
H -2.678 1.824 -1.631 0.1 0.1 0.1 0.23
H -0.328 2.203 -2.209 0.0 -0.2 0.2 0.26
H -4.399 2.015 0.272 0.2 0.1 0.2 0.22
H -3.497 3.331 1.113 0.1 -0.3 0.0 0.24
H 1.374 0.109 -1.878 -0.2 0.0 0.1 0.27
H 2.789 -1.902 -0.213 3.7 -1.4 0.1 0.13
H 0.083 2.621 -0.512 -0.1 -0.2 -0.2 0.22
H -0.091 -3.316 1.009 0.1 0.2 0.1 0.22
H 4.085 -3.209 -1.002 -0.3 0.3 0.1 0.23
H 4.292 -2.829 0.735 -0.3 0.2 -0.2 0.23
H 1.265 -2.620 1.977 -0.2 0.1 -0.1 0.24
H -2.194 3.383 -0.888 0.0 -0.2 0.1 0.25
H 1.612 0.886 -0.287 -0.2 -0.1 -0.1 0.23
H 0.916 -2.059 -0.867 0.1 0.1 0.2 0.21


# 5
28
Properties=species:S:1:pos:R:3:forces:R:3:nbo_charge:R:1 method="wB97M-V/def2-TZVPD" total_charge=+1 homo_energy_ev=-12.36 e_lumo_ev=-3.417 energy_ha=-3014.83260 de_lowest_ev=0.283
Br -3.823 -0.645 0.556 -1.5 0.2 0.2 -0.25
N -1.501 2.397 -0.786 2.9 -1.5 1.3 -0.45
N -0.046 -2.112 0.153 1.8 -4.1 -1.6 -0.62
N 1.801 0.762 1.204 0.0 -0.4 0.2 -0.25
C 3.134 0.651 0.634 -2.4 -3.5 -3.4 -0.41
C 0.829 -1.075 -0.134 1.2 1.2 0.6 -0.30
C 1.756 1.842 2.165 -1.8 -2.5 2.3 -0.40
C -0.621 1.686 -0.461 -2.0 1.6 -0.6 0.21
C 0.823 -0.029 0.955 1.8 -0.6 -1.2 0.35
C -0.353 -2.977 -1.037 3.5 1.3 1.2 -0.43
C -2.472 3.202 -1.341 -1.5 1.9 -3.0 -0.47
H -2.831 4.137 -0.805 0.9 -1.5 -0.2 0.26
H -0.039 0.044 1.545 -1.2 0.3 0.8 0.22
H 0.632 -3.410 -1.273 0.0 0.7 -0.8 0.20
H -0.761 -3.897 -0.785 -2.1 -1.1 0.7 0.23
H -2.166 3.510 -2.419 0.0 -0.2 1.9 0.25
H 3.093 1.034 -0.397 0.2 -0.1 0.2 0.24
H -0.861 -1.874 0.544 -3.5 1.5 2.0 0.36
H -3.307 2.559 -1.588 -0.6 0.0 0.4 0.24
H 0.770 1.713 2.735 1.8 0.2 -0.1 0.23
H 3.334 -0.472 0.580 0.6 1.8 0.3 0.24
H 3.737 1.257 1.172 2.4 1.3 1.7 0.22
H 0.428 -0.516 -0.950 0.3 0.9 -1.3 0.23
H -0.762 -2.398 -1.841 -0.5 -0.1 -0.6 0.19
H 1.669 2.746 1.704 0.0 2.5 -1.6 0.23
H 2.720 1.787 2.691 -0.9 0.2 0.6 0.23
H 1.859 -1.429 -0.394 -0.8 0.2 0.2 0.22
H -5.284 -0.556 0.832 1.5 -0.1 -0.3 0.25


# 6
32
Properties=species:S:1:pos:R:3:forces:R:3:nbo_charge:R:1 method="wB97M-V/def2-TZVPD" total_charge=+2 multiplicity=7 homo_energy_ev="-15.32 / -15.36" e_lumo_ev="-8.506 / -9.752" energy_ha=-2366.28907 de_lowest_ev=5.065
Eu 0.087 -1.853 0.135 -0.6 2.4 1.4 1.62
I 3.069 -2.358 -0.585 -0.2 -0.6 -0.1 0.07
Cl -2.263 -0.527 -0.131 1.0 -1.1 0.3 -0.54
P -0.019 0.609 -1.903 -0.8 1.8 -1.3 1.01
O 2.913 0.747 -0.054 -2.6 -1.9 -1.5 -0.47
O 0.550 0.014 1.886 -0.7 -1.5 -0.2 -0.76
O -0.408 -1.901 2.582 0.6 1.2 -0.7 -0.68
N 0.859 1.107 4.067 0.0 0.0 1.0 -0.69
C -1.563 -3.487 -0.745 -0.2 -1.1 -0.9 -0.58
C 2.151 -0.034 -0.465 2.6 2.2 1.9 0.42
C 0.005 -0.723 2.785 0.4 -0.5 -0.7 0.79
C 1.292 1.413 -2.882 0.5 -0.6 0.3 -0.96
C -1.165 0.183 -3.277 -0.1 -0.9 0.2 -0.94
C -0.805 2.129 -1.241 -0.1 -0.5 0.9 -0.94
C -0.055 -0.089 4.164 0.0 0.1 -0.3 -0.34
H -1.056 2.818 -2.056 0.2 -0.3 0.1 0.26
H -2.123 -0.142 -2.850 0.2 0.1 -0.2 0.27
H -1.249 -4.243 0.012 -0.4 0.5 -0.4 0.23
H 1.905 2.041 -2.236 0.1 0.1 -0.1 0.25
H -1.305 1.055 -3.931 0.1 -0.2 0.3 0.27
H 1.764 0.844 4.480 -0.1 0.4 -0.4 0.45
H -2.620 -3.403 -1.027 0.5 0.0 0.4 0.28
H -1.073 0.246 4.365 0.1 -0.1 0.1 0.28
H 0.969 1.334 3.051 0.0 -0.1 0.5 0.48
H -0.869 -3.368 -1.620 -0.5 -0.1 0.5 0.20
H 0.496 1.896 4.617 0.1 -0.1 -0.3 0.46
H 0.303 -0.762 4.946 -0.2 0.1 -0.2 0.27
H -1.710 1.831 -0.698 0.3 0.3 -0.2 0.27
H 1.918 0.637 -3.322 0.2 0.1 -0.2 0.25
H -0.733 -0.644 -3.858 -0.2 0.2 0.0 0.25
H 0.851 2.018 -3.674 0.0 -0.1 0.1 0.27
H -0.116 2.610 -0.538 -0.1 0.1 -0.1 0.24